Here is a molecular structure, C10H29NO7Ti from the OMol25 dataset. Energies are from ωB97M-V with the def2-TZVPD basis set.

Output
orbital gap (spin up / spin down)	0.11837 / 0.38757	Ha
LUMO level (spin up / spin down)	-0.098 / -0.104	Eh
max |F|	5.350	eV Å⁻¹
2S+1	4
charge	+1
E_tot	-1828.786104	Eh
HOMO energy (spin up / spin down)	-5.90 / -13.37	eV

Each line ends with the Mulliken spin population.
CARTESIAN COORDINATES (ANGSTROEM)
Ti (0.25635, 0.58607, -0.29675)  3.68
C (0.71682, -4.53964, 0.64679)  0.00
O (-0.49205, -3.75202, 0.35154)  0.00
C (-0.68024, -2.63102, 1.21568)  0.02
C (-1.61497, -1.55351, 0.63406)  0.02
N (-0.91893, -0.89504, -0.43262)  -0.14
C (-1.89880, -0.05915, -1.15742)  0.20
C (-1.35362, 0.10978, -2.59749)  0.01
O (-0.06565, 0.68146, -2.59742)  -0.39
C (0.42559, 0.84246, -3.87417)  0.03
H (1.62755, -3.94190, 0.68386)  0.00
H (0.84380, -5.33318, -0.08960)  0.00
H (0.58649, -4.89495, 1.66897)  0.00
H (0.28965, -2.21695, 1.49128)  0.00
H (-0.99983, -2.95123, 2.20735)  0.00
H (-1.79088, -0.84767, 1.44582)  0.00
H (-2.56484, -2.03276, 0.39703)  0.00
H (-0.45916, -1.52653, -1.07288)  0.03
H (-2.09834, 0.90140, -0.68242)  0.01
H (-2.89815, -0.48240, -1.25869)  0.01
H (-2.02350, 0.68630, -3.23544)  -0.01
H (-1.23618, -0.89615, -3.00049)  -0.01
H (0.25280, 0.04738, -4.59950)  0.00
H (1.50944, 0.93481, -3.80454)  0.03
H (0.03391, 1.75430, -4.32502)  0.01
C (2.25393, -0.90697, 0.00468)  -0.06
C (1.95489, -0.15998, 1.41353)  -0.02
O (0.55500, 0.12723, 1.59504)  -0.33
O (1.95075, -0.05397, -1.11106)  -0.02
H (1.66828, -1.81922, -0.10895)  0.01
H (3.23045, -1.37971, 0.10977)  -0.05
H (2.56588, 0.73807, 1.50460)  0.17
H (2.40250, -0.82148, 2.15526)  -0.02
H (0.32511, -0.07182, 2.50561)  0.05
H (2.45064, -0.29805, -1.89344)  0.02
C (-1.57807, 2.75754, 1.17965)  0.04
C (-0.38955, 3.49597, 1.83000)  0.00
O (-0.25252, 2.93294, 3.17791)  0.00
O (-1.24004, 1.44806, 0.87638)  -0.15
H (-1.92742, 3.24747, 0.27078)  0.02
H (-2.40016, 2.71884, 1.89432)  0.00
H (-0.54094, 4.56868, 1.95040)  -0.07
H (0.51205, 3.34221, 1.23707)  0.07
H (0.48120, 3.36840, 3.61795)  0.01
H (-0.73374, 1.08599, 1.60725)  0.05
O (0.97312, 2.21057, -0.38952)  -1.23
H (0.49303, 2.82308, -0.94681)  0.42
H (1.79834, 2.65631, -0.19834)  0.60